{"formula": "C66H47F6GeIrNP3S", "method": "ωB97M-V/def2-TZVPD", "species": ["Ir", "F", "Ge", "C", "C", "C", "C", "C", "C", "P", "C", "C", "C", "C", "C", "C", "C", "C", "C", "C", "C", "C", "C", "C", "C", "C", "C", "C", "P", "C", "C", "C", "C", "C", "C", "C", "C", "C", "C", "C", "C", "C", "C", "C", "C", "C", "C", "P", "C", "C", "C", "C", "C", "C", "C", "C", "C", "C", "C", "C", "H", "H", "H", "H", "H", "H", "H", "H", "H", "H", "H", "H", "H", "H", "H", "H", "H", "H", "H", "H", "H", "H", "H", "H", "H", "H", "H", "H", "H", "H", "H", "H", "H", "H", "H", "H", "H", "H", "H", "H", "H", "H", "N", "C", "C", "C", "C", "C", "C", "H", "H", "H", "H", "H", "F", "C", "C", "F", "C", "F", "C", "S", "C", "F", "C", "F"], "xyz": [[0.1342, -0.3064, 0.5977], [2.1997, -3.6096, 2.3268], [1.2098, -2.0714, 2.1349], [0.6730, -1.6128, 4.0112], [0.9486, -2.3883, 5.1282], [0.5473, -1.9830, 6.3882], [-0.1351, -0.7864, 6.5525], [-0.4146, 0.0086, 5.4578], [-0.0054, -0.4116, 4.1950], [-0.3700, 0.6258, 2.7485], [-2.1744, 0.8205, 2.9148], [-2.9020, -0.3269, 2.5896], [-4.2794, -0.3384, 2.6824], [-4.9519, 0.8027, 3.0933], [-4.2351, 1.9383, 3.4291], [-2.8514, 1.9533, 3.3473], [0.5064, 2.1713, 3.1240], [1.7191, 2.0506, 3.8066], [2.4988, 3.1664, 4.0432], [2.0772, 4.4133, 3.6077], [0.8861, 4.5354, 2.9103], [0.1102, 3.4192, 2.6455], [3.0085, -0.9719, 2.1866], [3.8261, -1.2211, 3.2738], [4.9878, -0.4886, 3.4569], [5.3442, 0.4853, 2.5361], [4.5528, 0.7125, 1.4280], [3.3660, -0.0020, 1.2639], [2.4211, 0.1763, -0.2792], [3.5548, -0.8554, -1.2790], [3.5903, -2.2096, -0.9551], [4.5194, -3.0436, -1.5428], [5.4389, -2.5327, -2.4428], [5.4230, -1.1829, -2.7472], [4.4829, -0.3411, -2.1789], [2.6268, 1.8958, -0.8052], [2.7595, 2.9167, 0.1344], [2.8576, 4.2286, -0.2885], [2.7747, 4.5416, -1.6363], [2.5954, 3.5329, -2.5704], [2.5213, 2.2151, -2.1586], [-0.4562, -3.3225, 1.7410], [-0.8120, -4.1956, 2.7487], [-1.9768, -4.9387, 2.6378], [-2.7785, -4.8065, 1.5152], [-2.4038, -3.9649, 0.4842], [-1.2269, -3.2267, 0.5895], [-0.6311, -2.1377, -0.7376], [-2.0627, -1.9551, -1.8313], [-2.3034, -2.8334, -2.8832], [-3.4130, -2.6515, -3.6878], [-4.2974, -1.6127, -3.4421], [-4.0854, -0.7638, -2.3667], [-2.9663, -0.9301, -1.5703], [0.5205, -3.1669, -1.6887], [0.8704, -2.7126, -2.9596], [1.7497, -3.4343, -3.7415], [2.2755, -4.6243, -3.2601], [1.9297, -5.0773, -1.9964], [1.0700, -4.3459, -1.1941], [1.4871, -3.3157, 4.9972], [0.7642, -2.5982, 7.2478], [-0.4433, -0.4636, 7.5345], [-0.9365, 0.9509, 5.5762], [-2.3784, -1.2176, 2.2547], [-4.8301, -1.2358, 2.4409], [-6.0290, 0.7965, 3.1638], [-4.7575, 2.8195, 3.7666], [-2.3100, 2.8476, 3.6159], [2.0589, 1.0759, 4.1347], [3.4340, 3.0630, 4.5724], [2.6775, 5.2859, 3.8136], [0.5587, 5.5069, 2.5719], [-0.7833, 3.5202, 2.0454], [3.5645, -2.0026, 3.9721], [5.6272, -0.6963, 4.3042], [6.2519, 1.0541, 2.6711], [4.8570, 1.4320, 0.6793], [2.9035, -2.6094, -0.2202], [4.5393, -4.0916, -1.2941], [6.1760, -3.1800, -2.8920], [6.1604, -0.7827, -3.4249], [4.4908, 0.7092, -2.4253], [2.7976, 2.6879, 1.1899], [3.0001, 5.0119, 0.4382], [2.8479, 5.5707, -1.9529], [2.5235, 3.7715, -3.6201], [2.3639, 1.4263, -2.8753], [-0.1750, -4.2996, 3.6150], [-2.2543, -5.6161, 3.4319], [-3.6947, -5.3693, 1.4381], [-3.0179, -3.8824, -0.4010], [-1.6342, -3.6590, -3.0677], [-3.5969, -3.3343, -4.5029], [-5.1554, -1.4714, -4.0841], [-4.7867, 0.0322, -2.1592], [-2.7730, -0.2578, -0.7450], [0.4394, -1.7886, -3.3176], [2.0328, -3.0682, -4.7167], [2.9638, -5.1941, -3.8660], [2.3412, -6.0054, -1.6290], [0.8402, -4.6936, -0.1951], [-0.8833, 1.1435, -0.1379], [-1.5348, 2.2540, -0.2774], [-2.9385, 2.3657, -0.0244], [-3.5839, 3.5679, -0.1501], [-2.8976, 4.7141, -0.5419], [-1.5326, 4.6335, -0.8077], [-0.8590, 3.4468, -0.6883], [-3.4890, 1.4899, 0.2810], [-4.6428, 3.6205, 0.0597], [-3.4183, 5.6536, -0.6428], [-0.9891, 5.5158, -1.1126], [0.1966, 3.3743, -0.8899], [-0.3055, -0.3724, -8.6840], [-0.2997, -0.0397, -7.3964], [0.8483, -0.2325, -6.6304], [1.9468, -0.7597, -7.1769], [0.8461, 0.1095, -5.2883], [1.9661, -0.0743, -4.5700], [-0.2952, 0.6161, -4.6516], [-0.3322, 0.9453, -2.9612], [-1.4287, 0.8207, -5.4521], [-2.5303, 1.3222, -4.8889], [-1.4408, 0.5001, -6.8010], [-2.5370, 0.6896, -7.5354]], "atomic_forces_ev_per_a": [[0.052, -0.814, -0.209], [-0.399, 0.668, -0.113], [0.597, -1.236, 1.468], [0.028, 0.183, -0.583], [0.106, -0.176, -0.043], [0.018, -0.038, -0.004], [-0.085, 0.197, 0.061], [0.054, -0.025, -0.043], [0.116, -0.171, -0.351], [0.174, 0.209, 0.215], [0.030, 0.002, -0.249], [0.175, -0.035, -0.128], [-0.067, -0.055, -0.014], [0.036, 0.027, 0.031], [-0.130, 0.041, 0.066], [0.227, -0.030, -0.043], [-0.012, -0.008, -0.110], [-0.099, -0.136, -0.049], [0.071, 0.066, -0.013], [-0.028, -0.015, 0.033], [0.011, 0.091, -0.028], [-0.013, -0.189, -0.026], [-0.821, 0.085, -0.601], [-0.016, -0.258, 0.250], [-0.016, -0.077, 0.004], [0.111, 0.098, -0.021], [0.000, -0.096, 0.070], [0.056, 0.280, -0.082], [-0.519, -0.084, 0.610], [-0.307, 0.057, -0.177], [-0.122, 0.109, 0.028], [0.093, -0.025, 0.051], [0.005, 0.079, 0.013], [0.131, -0.049, -0.133], [-0.186, 0.006, 0.085], [-0.118, -0.100, -0.032], [0.006, -0.170, -0.048], [-0.057, 0.140, -0.024], [0.014, -0.001, 0.010], [0.003, 0.108, -0.030], [0.046, -0.059, 0.184], [0.524, 0.803, -0.448], [0.166, -0.076, 0.230], [0.091, 0.010, 0.029], [-0.104, -0.043, -0.019], [0.069, -0.021, -0.077], [-0.020, 0.144, -0.091], [0.271, -0.019, 0.349], [0.127, 0.191, 0.028], [0.021, 0.027, 0.036], [-0.105, -0.057, -0.096], [-0.047, 0.023, 0.038], [-0.064, 0.054, -0.040], [0.078, 0.034, 0.050], [-0.076, 0.117, -0.009], [-0.002, 0.006, 0.206], [0.053, -0.033, -0.011], [-0.080, -0.030, 0.016], [0.109, -0.088, -0.082], [-0.166, 0.074, -0.051], [0.085, -0.151, 0.076], [0.035, -0.069, 0.095], [-0.036, -0.008, 0.130], [-0.032, -0.008, 0.054], [-0.016, -0.048, 0.028], [-0.015, -0.071, -0.048], [-0.093, 0.033, 0.014], [-0.047, 0.130, 0.032], [0.049, 0.079, 0.047], [0.010, 0.029, 0.073], [0.086, -0.020, 0.044], [0.054, 0.110, 0.012], [-0.033, 0.084, -0.087], [-0.111, 0.031, 0.068], [-0.006, -0.037, 0.104], [-0.012, 0.011, 0.046], [0.102, 0.029, 0.014], [0.049, 0.030, 0.027], [0.020, -0.061, -0.004], [-0.022, -0.127, 0.101], [0.078, -0.065, -0.051], [0.053, 0.092, -0.116], [0.039, 0.066, -0.004], [0.010, 0.001, 0.104], [-0.028, 0.118, 0.126], [0.020, 0.096, -0.061], [-0.023, 0.036, -0.128], [0.111, -0.008, -0.107], [-0.064, -0.028, 0.094], [-0.048, -0.051, 0.052], [-0.125, -0.091, -0.015], [-0.068, -0.011, -0.055], [0.095, -0.063, -0.067], [-0.010, -0.060, -0.108], [-0.049, -0.002, -0.008], [0.000, 0.071, 0.005], [-0.052, -0.028, -0.009], [0.039, 0.076, -0.094], [0.030, 0.026, -0.118], [0.043, -0.061, -0.065], [0.051, -0.076, 0.060], [-0.071, -0.014, -0.006], [0.607, -0.593, 0.250], [-0.891, 1.588, -0.265], [0.242, -0.380, -0.011], [-0.144, 0.171, -0.022], [0.044, -0.087, 0.027], [0.043, 0.170, -0.051], [0.057, -0.423, 0.063], [-0.039, -0.140, 0.111], [-0.060, -0.001, 0.009], [-0.041, 0.074, -0.002], [0.036, 0.078, -0.038], [0.227, 0.056, -0.051], [-0.016, 0.163, 0.554], [-0.025, -0.014, -0.055], [0.374, -0.082, 0.243], [-0.285, 0.147, -0.005], [0.336, -0.233, -0.052], [-0.391, -0.034, -0.474], [0.011, 0.187, 0.559], [-0.089, -0.215, -0.757], [-0.445, 0.072, -0.112], [0.323, -0.219, -0.436], [-0.195, 0.053, 0.037], [0.219, -0.042, 0.139]], "mulliken_spin": [0.71, 0.01, 0.40, 0.11, 0.00, 0.00, 0.00, 0.00, -0.15, 0.28, -0.02, 0.09, 0.01, 0.00, 0.00, -0.01, 0.03, 0.00, 0.00, 0.00, 0.01, 0.01, 0.07, 0.01, 0.03, -0.01, 0.00, 0.11, 0.16, 0.00, 0.04, -0.01, 0.01, 0.00, 0.01, 0.01, 0.01, -0.01, 0.01, -0.02, 0.12, 0.15, 0.01, 0.04, -0.01, 0.00, 0.08, 0.06, 0.00, 0.01, 0.00, 0.00, 0.00, 0.04, 0.02, 0.00, 0.01, 0.00, 0.00, 0.00, 0.00, 0.00, 0.00, 0.00, -0.06, 0.00, 0.00, 0.00, 0.00, 0.00, 0.00, 0.00, 0.00, -0.02, 0.01, 0.00, 0.00, 0.00, 0.00, 0.00, 0.00, 0.00, 0.00, 0.00, 0.00, 0.00, 0.00, -0.02, 0.01, 0.00, 0.00, 0.00, 0.00, 0.00, 0.00, 0.00, 0.03, 0.01, 0.00, 0.00, 0.00, 0.01, 1.12, -0.03, 0.24, -0.11, 0.21, -0.10, 0.20, 0.03, 0.00, 0.01, 0.00, 0.07, 0.01, 0.13, -0.04, 0.00, 0.09, 0.01, -0.01, 0.71, 0.08, 0.01, -0.04, 0.00], "e_homo_ev": [-9.464, -10.416], "charge": 1, "multiplicity": 6, "e_lumo_ev": [-1.93, -4.78], "s2": 8.85, "homo_lumo_gap_ev": [7.5324, 5.6371]}